Molecular formula: C53H107N9O5
Method: DFT, ωB97M-V/def2-TZVPD

```
174
Properties=species:S:1:pos:R:3:forces:R:3
O -0.59695 3.99228 16.04476 -0.21 -1.66 -1.86
O -2.75583 0.79694 24.02816 0.14 0.02 -0.22
O 5.24260 3.82985 20.04887 0.38 -0.54 -0.10
O -3.40814 9.09935 28.02021 -0.42 -0.02 -0.35
O 6.53457 8.35793 27.08126 1.35 0.18 0.91
N -2.29823 8.23203 27.75914 0.15 0.80 -1.42
N 0.60457 1.24767 21.44036 0.10 0.05 0.01
N 3.19314 1.60376 25.30912 0.19 -0.27 -0.57
N 7.29486 8.53764 19.02517 0.58 0.24 -0.46
N 3.15813 5.14076 21.74517 -0.27 -0.16 0.14
N 6.38404 4.55058 19.53304 -0.86 0.00 -0.42
N -0.35604 5.08481 16.83250 0.78 0.82 -0.76
N 5.42907 7.87510 26.38327 -1.64 0.79 0.34
N -2.74004 0.32387 25.38485 0.94 0.63 -0.03
C -1.45764 9.83431 26.10264 -0.43 0.19 0.94
C -1.87214 0.88807 28.07483 -0.68 0.07 -0.51
C -0.13953 6.51015 14.83479 0.25 -0.24 0.79
C -3.29877 2.76294 25.83675 1.16 1.53 -1.14
C 8.90764 4.47352 18.15530 -0.40 -1.36 -1.26
C 7.55582 4.15683 20.31632 0.75 0.78 0.85
C 6.40740 4.29182 18.07794 0.44 2.54 -1.04
C -1.17612 -0.18607 27.22697 -0.16 0.76 -0.21
C 7.66510 4.98075 17.47175 -0.47 0.96 0.85
C 2.38974 4.72045 22.49214 0.41 -0.02 0.24
C 8.82774 4.75660 19.62471 -0.05 1.25 0.54
C 1.94901 5.57979 15.68702 0.55 0.05 2.08
C 3.61381 1.32525 24.27151 -0.01 0.38 0.41
C 5.14626 4.98226 17.41482 1.11 -0.31 0.45
C -0.68913 7.47822 26.08065 0.95 -0.74 0.73
C 1.26307 3.70378 18.17760 0.21 0.98 0.34
C 4.53688 9.06074 26.27821 0.06 0.27 -1.37
C -0.86958 -1.12525 24.90414 0.77 1.15 -0.34
C 1.39774 4.17635 23.45046 1.21 0.54 -1.34
C 7.29586 4.72517 21.75794 -0.09 0.04 -1.83
C 1.13230 6.84740 18.49131 -0.17 1.04 -0.79
C -3.53722 1.32049 26.13477 -0.68 -1.13 1.45
C 5.21494 10.30750 25.58991 -0.19 -1.11 0.68
C -3.32818 1.05129 27.63496 -0.25 -0.15 0.27
C 0.53494 6.04487 16.12862 0.56 -0.23 -0.47
C -2.94442 6.97565 29.67097 0.31 0.64 0.90
C -4.99138 1.03905 25.73858 0.04 0.15 0.00
C 0.67286 7.20275 17.07418 -0.22 1.55 0.29
C -3.94575 6.24055 27.54782 1.27 1.48 -0.34
C 6.66557 5.97842 25.74234 0.05 -0.28 -0.17
C 0.22714 5.80364 19.03122 -0.05 -0.90 0.72
C 4.24679 9.45469 27.71007 -1.02 -0.14 0.23
C -1.26219 0.13802 25.68097 -0.90 -0.34 2.03
C 7.81253 2.67750 20.55071 -0.12 -0.60 0.14
C 6.36334 8.27590 19.63154 -0.15 -0.25 0.55
C -0.47096 0.88611 21.27000 0.06 0.11 0.19
C 5.92422 7.21366 25.21627 -0.34 -0.45 -1.00
C -1.49567 6.00367 27.95758 0.04 -1.31 0.49
C 6.35960 2.86032 17.65521 -0.40 -0.67 1.24
C 5.20122 7.90137 20.41131 -0.57 -0.36 -0.42
C 3.75389 8.03209 24.15328 -1.74 -0.59 -2.00
C 4.74301 6.86142 24.27262 0.12 0.20 1.94
C -0.95465 6.01871 26.55393 -0.30 0.51 -0.82
C -1.89332 8.37415 26.30435 -0.97 0.80 -0.64
C 0.02550 4.59955 18.12691 0.06 0.22 1.41
C -1.83338 0.43147 21.07805 -0.47 -0.25 -0.23
C -0.38948 1.33164 25.34278 0.49 -1.65 -0.29
C 6.89075 8.00634 24.36685 1.72 -0.45 -1.37
C -1.18407 3.83609 18.70623 0.73 1.08 -0.45
C -2.67375 6.89869 28.19233 -0.49 -0.48 -0.33
C 3.28958 8.69931 25.40722 1.28 0.49 2.09
C -3.01845 8.17040 25.19412 -0.07 -0.55 0.81
C 4.15742 1.07922 22.92148 -1.03 1.10 0.79
H 1.43853 4.79103 24.34770 -0.28 -0.26 0.08
H -2.35240 10.49006 25.96287 0.80 -0.37 0.27
H 8.15272 4.46440 22.35228 0.02 -0.12 0.74
H -3.84480 7.57255 29.83454 0.15 -0.04 0.18
H 5.36912 10.10390 24.53655 -0.39 0.55 -0.11
H 7.80240 8.34383 24.87316 -0.46 0.25 0.23
H 6.21310 10.40941 26.01870 -0.15 0.43 0.11
H -5.02052 1.37762 24.71812 -0.60 0.13 -0.58
H -1.70012 3.40474 17.87603 -0.33 -0.93 -0.12
H 6.83197 5.29179 24.92314 0.57 -0.05 -0.39
H -0.15593 -0.34400 27.65058 -0.50 -0.02 -0.92
H -0.08559 5.68195 14.13449 -0.22 0.18 -0.34
H -0.31585 1.35725 24.26025 0.14 0.61 -0.14
H 6.68948 7.73349 27.79847 -0.14 0.04 0.01
H 5.23229 4.87311 16.31246 -0.35 -0.21 0.68
H 3.26672 0.97271 22.27924 0.65 -0.12 -0.14
H 4.26561 4.49878 17.85295 -0.02 0.23 -0.51
H 0.42457 7.38229 14.47247 -0.41 -0.26 -0.09
H -0.71329 6.11374 28.71026 0.09 0.45 -0.04
H -1.73336 5.56172 25.90889 0.58 0.12 0.04
H -3.92047 3.48666 26.36677 -0.45 -0.50 0.07
H -2.54736 1.10706 21.52926 0.07 0.34 0.25
H -5.73657 1.60347 26.31427 0.35 -0.07 -0.01
H 7.05254 2.23627 21.20633 -0.04 0.03 -0.33
H -1.93193 5.01436 28.16201 0.44 -0.16 -0.07
H 5.55341 2.48081 18.28917 0.16 -0.75 -0.26
H 7.63228 4.88548 16.40841 0.20 -0.89 -0.89
H 9.78184 4.93531 17.69597 0.18 -0.18 0.15
H -1.73592 -1.10811 27.27922 -0.14 -0.45 0.60
H 7.30427 7.29840 23.60917 -0.32 0.30 0.36
H 4.04765 8.82916 23.45028 0.57 -0.40 0.23
H 6.46808 8.81266 23.76232 -0.03 -0.10 0.36
H 0.21338 7.86439 26.63018 -0.91 -0.13 -0.16
H 2.03148 4.64320 15.16061 -0.22 -0.30 -0.37
H 1.38494 7.94148 16.68800 -0.07 -0.14 -0.28
H 2.72745 9.62537 25.24008 0.24 -0.05 -0.35
H -1.07965 -2.03850 25.44186 0.15 -0.16 0.27
H -3.86111 5.98500 26.49607 0.35 -0.44 0.12
H -0.76485 6.21333 19.18624 -0.11 0.45 0.07
H 8.74924 2.62319 21.11126 0.03 -0.18 -0.17
H -2.07089 7.48996 30.14394 -0.75 -0.47 -0.11
H 4.83200 8.72991 21.00529 0.02 0.10 0.09
H -1.83663 4.59232 19.12635 -0.32 -0.21 0.39
H 2.62957 8.13586 26.04960 -0.23 -0.85 -0.03
H 4.94305 10.24806 27.90389 0.18 0.34 0.84
H -3.31847 0.15985 23.60414 -0.43 -0.41 -0.40
H 1.23105 3.13787 19.09793 -0.01 -0.60 -0.04
H -3.73632 1.92319 28.15556 -0.21 -0.18 0.09
H -0.89594 10.09393 27.02200 -0.15 0.34 -0.58
H 7.89729 2.08258 19.64068 0.05 0.03 0.19
H 6.17220 5.34055 26.48979 -0.40 0.70 -0.01
H 6.00743 2.89734 16.65982 -0.17 -0.54 -1.24
H 4.73597 1.98120 22.65905 -0.16 -0.52 -0.21
H 4.55409 11.16231 25.80898 0.53 -0.12 -0.37
H -1.88490 0.64804 29.15116 0.34 0.11 -0.40
H 0.20792 -1.02136 24.62832 -0.80 -0.51 0.07
H 2.43715 6.36833 15.14069 -0.19 0.29 -0.77
H 4.42708 7.59700 19.69877 -0.07 0.08 0.20
H -3.11018 5.99064 30.12416 0.22 0.14 -0.16
H -2.67828 8.53331 24.20965 0.16 -0.28 0.43
H 1.31773 3.10263 17.29372 0.31 -0.84 -0.19
H 0.49742 4.27661 22.86635 -0.85 -0.15 0.44
H -0.82107 9.94456 25.22682 0.06 -0.06 -0.01
H 5.39152 7.03111 21.03686 0.18 0.09 0.03
H -2.08262 0.40182 20.01681 0.18 -0.21 0.00
H 5.16893 6.50770 23.35374 0.01 0.18 -0.73
H -5.24438 -0.01691 25.74369 0.09 -0.17 0.25
H -3.05430 9.96702 28.25508 0.32 -0.36 0.04
H 2.17645 4.28809 18.26076 0.07 0.09 -0.26
H -0.73252 2.23684 25.78957 0.01 0.55 0.04
H -1.50392 -1.12191 24.02582 0.36 -0.22 -0.47
H 4.60309 4.45674 20.40692 0.18 0.48 0.01
H 7.16236 5.79811 21.72029 0.26 0.40 -0.03
H 5.14552 6.06242 17.59744 -0.04 -0.15 0.28
H 1.65177 3.12923 23.59693 -0.24 0.02 0.36
H 3.21459 9.84194 27.82030 0.46 -0.12 -0.04
H -0.39341 7.54952 25.03215 -0.17 -0.25 -0.13
H 2.82345 7.67545 23.64924 0.57 -0.14 0.12
H -4.13584 5.37889 28.16080 -0.76 -0.26 0.10
H 4.77189 0.20578 22.98512 0.35 -0.50 -0.40
H 1.03636 7.74945 19.09822 0.18 0.04 0.09
H -4.65373 7.04842 27.54346 -1.07 -0.11 0.47
H -1.16570 6.74478 15.08792 -0.30 0.23 -0.36
H 7.59742 6.35166 26.17454 0.13 -0.47 -0.21
H -3.39208 2.96159 24.75218 -0.09 -0.06 0.51
H 8.90988 3.36875 17.94366 0.63 0.86 0.37
H 4.39502 8.61354 28.41352 -0.16 0.49 -0.39
H -0.76685 3.16598 19.44147 -0.59 -0.46 0.30
H -0.05190 5.39905 26.53239 -0.09 0.11 -0.31
H 2.62509 5.52222 16.55863 -0.37 -0.36 -0.21
H -3.92414 8.75176 25.42788 0.40 -0.09 0.19
H 4.30647 5.96569 24.71463 -0.69 0.07 0.06
H -0.30562 7.73325 17.08076 0.42 -0.34 0.29
H 0.55629 5.39849 19.99174 0.08 0.18 0.17
H 0.22456 3.45830 15.90706 -0.56 0.68 0.20
H 0.57790 1.03895 25.75748 0.20 0.51 -0.20
H -3.35048 7.12166 25.11918 0.33 0.47 -0.29
H 7.27319 2.25411 17.74759 -0.45 0.35 -0.07
H -1.43876 1.88148 27.91915 0.54 -0.21 0.28
H 2.19412 6.61922 18.44124 0.12 -0.46 0.29
H -3.90573 0.17108 27.95053 0.05 0.11 -0.17
H -2.29092 3.08452 26.08529 0.11 -0.01 0.12
H 7.69092 6.07967 17.52694 -0.60 -0.07 0.71
H 6.32691 4.31823 22.05519 0.41 -0.24 0.52
H -1.98220 -0.54601 21.54508 0.16 0.06 -0.22
H 8.92964 5.85217 19.76151 -0.80 -0.23 -0.08
H 9.77011 4.46128 20.06244 0.02 -0.83 0.65
```
Forces are in eV/Å.

Orbital gap ... 8.73 eV
HOMO level ... -8.53 eV
F_max ... 2.78 eV/A
Energy relative to the best compared isomer or geometry (same formula, charge and spin) ... 0.000 eV
SMILES ... CC1(C)CCCC(C)(C)N1O.CC1(C)CCCC(C)(C)N1O.CC1(C)CCCC(C)(C)N1O.CC1(C)CCCC(C)(C)N1O.CC1(C)CCCC(C)(C)N1O.CC#N.CC#N.CC#N.CC#N